No. 1
{"formula": "C35H42BrCsN4OSSi3", "method": "ωB97M-V with the def2-TZVPD basis set", "species": ["Cs", "Br", "C", "C", "C", "C", "O", "C", "C", "N", "C", "C", "C", "C", "C", "C", "C", "C", "N", "C", "C", "H", "H", "H", "H", "H", "H", "H", "H", "H", "H", "C", "Si", "C", "C", "C", "Si", "C", "C", "C", "Si", "C", "C", "C", "C", "C", "C", "C", "N", "H", "H", "H", "H", "H", "H", "H", "H", "H", "H", "H", "H", "H", "H", "H", "H", "H", "H", "H", "H", "H", "H", "H", "H", "H", "H", "H", "H", "S", "C", "C", "C", "C", "C", "N", "H", "H", "H", "H"], "coordinates": [[0.3253, -2.1950, -1.7977], [4.8157, -5.2683, 4.7304], [3.9224, -4.8661, 3.0885], [4.6396, -4.9085, 1.8832], [4.0085, -4.6178, 0.7079], [2.6113, -4.2539, 0.6306], [2.0852, -3.9434, -0.4621], [1.9053, -4.2574, 1.8925], [0.4946, -3.9870, 2.0438], [-0.3986, -3.7981, 1.1413], [-1.7143, -3.6980, 1.6020], [-2.2311, -4.5486, 2.5560], [-3.5558, -4.4277, 3.0207], [-4.3824, -3.4602, 2.5297], [-3.9114, -2.5894, 1.5172], [-4.7239, -1.5813, 0.9461], [-4.2324, -0.7994, -0.0538], [-2.9123, -1.0317, -0.4994], [-2.1267, -1.9343, 0.0226], [-2.5908, -2.7149, 1.0304], [2.5923, -4.5436, 3.0851], [5.6926, -5.1645, 1.8930], [4.5532, -4.6317, -0.2286], [0.1836, -3.9503, 3.0990], [-1.6013, -5.3398, 2.9429], [-3.9130, -5.1161, 3.7778], [-5.3998, -3.3536, 2.8883], [-5.7349, -1.4498, 1.3164], [-4.8214, -0.0156, -0.5105], [-2.5031, -0.4591, -1.3264], [2.0441, -4.5120, 4.0205], [-2.8403, 2.7045, -0.1645], [-1.4693, 2.5494, 1.1450], [-1.5677, 4.2302, 2.0467], [-2.1691, 1.3260, 2.4143], [0.1642, 2.1120, 0.5394], [1.2655, 1.1674, 1.6216], [1.6259, 2.0201, 3.2895], [0.6727, -0.5637, 2.0888], [2.9922, 0.8647, 0.8946], [0.9582, 3.1382, -0.6789], [-0.1771, 4.1534, -1.8124], [2.1004, 4.4935, 0.0375], [2.0967, 2.2161, -1.9385], [3.2357, 2.8421, -2.4569], [4.0378, 2.1977, -3.3832], [3.6813, 0.9250, -3.7924], [2.5351, 0.3675, -3.2453], [1.7658, 0.9740, -2.3462], [-3.8157, 2.7957, 0.3265], [-2.8710, 1.8335, -0.8216], [-2.7017, 3.5849, -0.7954], [-2.5785, 4.4548, 2.4058], [-1.2588, 5.0414, 1.3791], [-0.8875, 4.2362, 2.9038], [-3.1782, 1.6346, 2.7077], [-1.5553, 1.2874, 3.3184], [-2.2264, 0.3125, 2.0099], [0.6992, 2.2123, 3.8395], [2.1139, 2.9856, 3.1234], [2.2757, 1.4090, 3.9253], [-0.1082, -0.5496, 2.8534], [1.5053, -1.1660, 2.4657], [0.2523, -1.0727, 1.2187], [3.5022, 1.7824, 0.5888], [2.9466, 0.2055, 0.0248], [3.6101, 0.3740, 1.6536], [-0.7569, 4.8765, -1.2308], [-0.8746, 3.5301, -2.3727], [0.4312, 4.7116, -2.5310], [1.5071, 5.0558, 0.7652], [2.4812, 5.2044, -0.7033], [2.9512, 4.0661, 0.5761], [3.4951, 3.8367, -2.1170], [4.9262, 2.6796, -3.7769], [4.2665, 0.3709, -4.5149], [2.2257, -0.6256, -3.5606], [-1.1590, -2.7028, -5.0693], [-1.4521, -1.0049, -4.9445], [-1.7384, -0.2228, -6.0947], [-1.9286, 1.1331, -5.9855], [-1.8335, 1.7458, -4.7337], [-1.5609, 0.9242, -3.6578], [-1.3946, -0.3961, -3.7399], [-1.7901, -0.7241, -7.0518], [-2.1424, 1.7237, -6.8711], [-1.9528, 2.8128, -4.5999], [-1.4526, 1.3426, -2.6597]], "molar_mass_da": 863.882, "total_charge": -2, "orbital_gap_ev": 5.657, "relative_energy_kj_mol": 22.2, "total_energy_ev": -150049.25257}

---

No. 2
{"formula": "C35H42BrCsN4OSSi3", "method": "ωB97M-V with the def2-TZVPD basis set", "species": ["Cs", "Br", "C", "C", "C", "C", "O", "C", "C", "N", "C", "C", "C", "C", "C", "C", "C", "C", "N", "C", "C", "H", "H", "H", "H", "H", "H", "H", "H", "H", "H", "C", "Si", "C", "C", "C", "Si", "C", "C", "C", "Si", "C", "C", "C", "C", "C", "C", "C", "N", "H", "H", "H", "H", "H", "H", "H", "H", "H", "H", "H", "H", "H", "H", "H", "H", "H", "H", "H", "H", "H", "H", "H", "H", "H", "H", "H", "H", "S", "C", "C", "C", "C", "C", "N", "H", "H", "H", "H"], "coordinates": [[0.8747, -0.3119, 2.7723], [4.7895, 6.7304, 1.5489], [3.8903, 5.0950, 1.9925], [4.6522, 4.0116, 2.4314], [4.0060, 2.8788, 2.8212], [2.5727, 2.7476, 2.8404], [2.0383, 1.7233, 3.3089], [1.8340, 3.8719, 2.2965], [0.4155, 3.8845, 2.1699], [-0.3778, 2.9286, 2.4861], [-1.7251, 3.0658, 2.5460], [-2.3133, 4.1718, 3.1595], [-3.6903, 4.2762, 3.3207], [-4.5294, 3.2865, 2.8668], [-3.9915, 2.1498, 2.2355], [-4.8012, 1.1110, 1.7310], [-4.2136, 0.0404, 1.1057], [-2.8176, 0.0180, 0.9836], [-2.0370, 0.9616, 1.4495], [-2.5816, 2.0189, 2.0693], [2.5274, 5.0209, 1.9003], [5.7328, 4.0761, 2.4500], [4.5739, 2.0248, 3.1661], [-0.0016, 4.8044, 1.7214], [-1.6642, 4.9500, 3.5411], [-4.0980, 5.1558, 3.8056], [-5.6035, 3.3667, 2.9862], [-5.8778, 1.1896, 1.8386], [-4.8111, -0.7671, 0.7086], [-2.3211, -0.7926, 0.4658], [1.9653, 5.8659, 1.5243], [-2.6425, 0.6125, -2.6547], [-0.8479, 0.8053, -3.3095], [-1.0916, 0.7855, -5.2366], [-0.4650, 2.6374, -2.9085], [0.4207, -0.4069, -2.6866], [2.2017, 0.1451, -2.5708], [2.5337, 1.7200, -1.5245], [3.0127, 0.5243, -4.2978], [3.3321, -1.1971, -1.8055], [0.1053, -2.2144, -2.9447], [0.7614, -2.8661, -4.6509], [-1.7262, -2.7963, -2.9164], [0.8609, -3.4253, -1.6573], [1.4140, -4.6511, -2.0278], [1.8740, -5.5289, -1.0652], [1.7730, -5.1585, 0.2646], [1.2234, -3.9174, 0.5506], [0.7788, -3.0842, -0.3735], [-3.3196, 1.3024, -3.1549], [-2.6789, 0.8243, -1.5918], [-3.0245, -0.3897, -2.8040], [-1.8023, 1.5277, -5.5951], [-1.4429, -0.1898, -5.5605], [-0.1440, 0.9675, -5.7342], [-1.2424, 3.3055, -3.2729], [0.4768, 2.9519, -3.3427], [-0.3918, 2.7717, -1.8355], [2.5850, 2.6144, -2.1378], [3.4633, 1.6466, -0.9627], [1.7322, 1.8609, -0.8080], [2.4386, 1.2919, -4.8094], [2.9934, -0.3618, -4.9263], [4.0441, 0.8672, -4.2404], [3.0194, -1.4029, -0.7854], [4.3788, -0.9038, -1.7829], [3.2597, -2.1251, -2.3624], [0.5103, -2.1440, -5.4206], [0.3613, -3.8271, -4.9653], [1.8441, -2.9444, -4.6352], [-2.2961, -2.3427, -3.7204], [-2.1887, -2.5126, -1.9781], [-1.8158, -3.8764, -3.0129], [1.4748, -4.9106, -3.0732], [2.2972, -6.4879, -1.3455], [2.1064, -5.8067, 1.0606], [1.1245, -3.5869, 1.5764], [1.8179, -3.0868, 4.8286], [0.1474, -3.3027, 4.7196], [-0.5160, -4.1393, 5.6523], [-1.8721, -4.2970, 5.5792], [-2.5736, -3.6464, 4.5586], [-1.8473, -2.8705, 3.6745], [-0.5418, -2.6827, 3.7393], [0.0786, -4.6219, 6.4171], [-2.4034, -4.9133, 6.2974], [-3.6475, -3.7405, 4.4711], [-2.3400, -2.3566, 2.8550]], "molar_mass_da": 863.882, "total_charge": -2, "orbital_gap_ev": 5.327, "relative_energy_kj_mol": 137.9, "total_energy_ev": -150048.05352}

---

No. 3
{"formula": "C35H42ClF5N3O2PSi2", "method": "ωB97M-V with the def2-TZVPD basis set", "species": ["N", "C", "N", "N", "C", "C", "C", "C", "Si", "O", "Si", "P", "O", "Cl", "H", "H", "H", "H", "H", "H", "H", "H", "H", "H", "H", "H", "H", "H", "H", "H", "H", "F", "C", "C", "C", "C", "C", "C", "H", "H", "H", "H", "H", "F", "C", "C", "C", "C", "C", "C", "H", "H", "H", "H", "H", "F", "C", "C", "C", "C", "C", "C", "H", "H", "H", "H", "H", "F", "C", "C", "C", "C", "C", "C", "H", "H", "H", "H", "H", "F", "C", "C", "C", "C", "C", "C", "H", "H", "H", "H", "H"], "coordinates": [[1.5687, -2.9981, 7.3407], [1.1319, -1.9703, 6.7518], [1.2992, -0.7372, 7.3599], [0.5005, -1.9821, 5.5020], [-0.7169, -1.1377, 5.3813], [-0.6729, -0.3210, 4.0951], [-0.9600, -1.1766, 2.8588], [0.2621, -1.4538, 1.9527], [0.8442, 0.0874, 1.0418], [2.3502, 0.6854, 1.5080], [3.6235, -0.3766, 1.4923], [3.8927, -1.1178, 3.6184], [5.4719, -1.5953, 3.7326], [3.8612, 0.6963, 4.6574], [1.4037, -3.8346, 6.7910], [2.2840, -0.5870, 7.5296], [1.0228, -0.0044, 6.7148], [0.2204, -2.9297, 5.3072], [-0.7948, -0.4590, 6.2157], [-1.5953, -1.7639, 5.3449], [0.3029, 0.1418, 4.0483], [-1.4120, 0.4672, 4.1390], [-1.2706, -2.1467, 3.2228], [-1.7345, -0.7572, 2.2384], [-0.0742, -2.1590, 1.2023], [1.0157, -1.9478, 2.5572], [-0.1147, 1.1677, 1.3354], [0.7904, -0.1357, -0.4176], [3.2358, -1.5536, 0.6818], [4.8683, 0.2055, 0.9546], [6.0155, -0.8448, 4.0249], [-1.8314, 0.0299, -0.0604], [-2.5694, 0.2451, -1.1752], [-3.8694, 0.6849, -1.0407], [-4.6191, 0.9067, -2.1861], [-4.0622, 0.6796, -3.4363], [-2.7526, 0.2338, -3.5468], [-1.9931, 0.0172, -2.4077], [-4.2837, 0.8488, -0.0547], [-5.6388, 1.2569, -2.1036], [-4.6526, 0.8461, -4.3252], [-2.3217, 0.0531, -4.5200], [-0.9674, -0.3236, -2.4697], [-6.9435, 2.1636, -4.3255], [-6.6492, 3.3233, -4.9534], [-5.3387, 3.5856, -5.2961], [-5.0431, 4.7744, -5.9458], [-6.0524, 5.6823, -6.2334], [-7.3627, 5.3991, -5.8750], [-7.6692, 4.2086, -5.2331], [-4.5657, 2.8704, -5.0580], [-4.0218, 4.9919, -6.2267], [-5.8173, 6.6102, -6.7368], [-8.1501, 6.1068, -6.0953], [-8.6851, 3.9652, -4.9519], [8.8629, 3.9343, 8.5156], [8.3204, 3.5256, 7.3527], [7.1288, 2.8301, 7.3767], [6.5728, 2.4148, 6.1758], [7.2138, 2.6912, 4.9767], [8.4135, 3.3889, 4.9761], [8.9728, 3.8151, 6.1712], [6.6489, 2.6191, 8.3230], [5.6373, 1.8729, 6.1703], [6.7754, 2.3639, 4.0426], [8.9161, 3.6030, 4.0428], [9.9031, 4.3665, 6.1928], [-3.2701, -2.2337, -4.9402], [-4.3329, -3.0456, -4.7719], [-5.5766, -2.6127, -5.1837], [-6.6673, -3.4509, -5.0104], [-6.5031, -4.6981, -4.4245], [-5.2435, -5.1109, -4.0139], [-4.1455, -4.2825, -4.1906], [-5.6839, -1.6336, -5.6313], [-7.6477, -3.1286, -5.3332], [-7.3571, -5.3476, -4.2879], [-5.1142, -6.0808, -3.5536], [-3.1541, -4.5873, -3.8833], [1.7993, -0.4974, -3.4002], [3.0096, -1.0764, -3.5351], [3.1080, -2.2723, -4.2161], [4.3556, -2.8622, -4.3546], [5.4793, -2.2583, -3.8078], [5.3569, -1.0574, -3.1232], [4.1145, -0.4567, -2.9882], [2.2191, -2.7302, -4.6290], [4.4500, -3.7964, -4.8909], [6.4494, -2.7241, -3.9153], [6.2300, -0.5867, -2.6924], [3.9985, 0.4835, -2.4646]], "molar_mass_da": 754.329, "orbital_gap_ev": 8.904, "total_energy_ev": -96698.03040}